{
  "formula": "C6H16N2O4S2",
  "method": "ωB97M-V with the def2-TZVPD basis set",
  "homo_energy_ev": [-7.910, -7.907],
  "gap_ha": [0.2676, 0.2675],
  "symbols": ["C", "C", "C", "C", "C", "C", "N", "N", "O", "O", "O", "O", "S", "S", "H", "H", "H", "H", "H", "H", "H", "H", "H", "H", "H", "H", "H", "H", "H", "H"],
  "coordinates": [[-2.713, 0.983, 0.305], [3.229, 2.311, -1.265], [-1.722, -2.479, -1.124], [0.712, -2.557, 0.850], [-1.314, 0.723, -0.009], [1.922, 2.735, -0.523], [-1.855, -1.684, 0.041], [-0.339, 1.465, 0.699], [-1.512, -3.087, 2.152], [-0.869, -0.718, 2.120], [1.302, 0.183, -0.882], [2.008, 0.750, 1.449], [-0.939, -2.016, 1.403], [1.310, 1.070, 0.258], [-3.365, 1.353, -0.528], [-3.161, 0.070, 0.657], [-2.752, 1.639, 1.091], [4.033, 2.196, -0.535], [3.003, 1.566, -1.877], [3.740, 3.079, -1.852], [-2.805, -2.587, -1.482], [-1.137, -1.848, -1.947], [-1.218, -3.536, -1.050], [0.929, -2.083, -0.173], [1.376, -2.307, 1.685], [0.549, -3.642, 0.768], [-1.162, 0.401, -1.031], [-0.492, 1.668, 1.709], [1.088, 3.051, -1.223], [2.153, 3.301, 0.314]]
}

=====

{
  "formula": "C5H9AlF6NNaO8S3",
  "method": "ωB97M-V with the def2-TZVPD basis set",
  "homo_energy_ev": -16.392,
  "charge": 2,
  "gap_ha": 0.0970,
  "symbols": ["Na", "Al", "C", "F", "F", "F", "S", "O", "O", "N", "S", "O", "O", "C", "F", "F", "F", "O", "H", "O", "S", "O", "O", "C", "C", "C", "H", "H", "H", "H", "H", "H", "H", "H"],
  "coordinates": [[-13.534, -2.031, -6.407], [-14.960, -5.403, -6.786], [-15.376, 0.956, -7.193], [-16.613, 1.424, -7.543], [-14.921, 0.152, -8.269], [-14.603, 2.043, -7.014], [-15.380, -0.218, -5.620], [-16.012, 0.466, -4.572], [-16.191, -1.304, -6.015], [-13.712, -0.748, -5.575], [-13.260, -0.103, -4.256], [-13.225, 1.346, -4.205], [-13.959, -0.797, -3.118], [-11.355, -0.606, -4.219], [-11.242, -1.917, -3.990], [-10.856, -0.284, -5.358], [-10.813, -0.032, -3.252], [-14.641, -3.461, -6.889], [-14.962, -2.540, -6.847], [-10.901, -4.810, -8.460], [-12.286, -4.544, -8.894], [-13.464, -5.101, -8.244], [-12.505, -2.911, -8.917], [-13.908, -2.458, -9.055], [-13.835, -0.929, -9.152], [-12.258, -4.752, -10.753], [-14.545, -2.776, -8.230], [-14.206, -3.107, -9.878], [-13.245, -0.505, -9.965], [-13.372, -0.642, -8.208], [-14.838, -0.516, -9.052], [-11.896, -5.717, -11.109], [-11.611, -3.918, -11.024], [-13.278, -4.706, -11.135]]
}

=====

Record-wise energy relative to the best compared isomer or geometry (same formula, charge and spin) values, in eV: 1.3986, 11.6732
Record-wise electronic energy values, in eV: -39316.920, -82987.817